1.
The following is a quantum chemistry calculation of the molecule C5H7NO, from the Open Molecules 2025 dataset.

- Charge: 0
- Multiplicity: 1
- HOMO level: -0.34902 hartree
- E: -324.65859 a.u.
- HOMO-LUMO gap: 10.5241 eV

Last column: Mulliken charge in e.
Element x y z (Å)
H1 -1.59 -1.20 -0.40  0.34
C1 0.49 1.83 0.03  0.09
H2 0.76 2.88 0.04  0.39
O1 -0.50 1.56 0.90  -0.36
C2 0.36 -0.16 -1.13  0.07
H3 -1.78 0.16 1.56  0.31
H4 -0.08 -0.20 1.92  0.29
H5 0.18 -0.11 -2.20  0.35
N1 1.06 1.05 -0.79  -0.60
H6 1.39 -1.42 0.35  0.27
C3 -0.77 0.16 1.14  -0.55
H7 0.52 -2.41 -0.90  0.27
C4 0.61 -1.44 -0.40  -0.81
C5 -0.67 -0.69 -0.12  -0.07



2.
The following is a quantum chemistry calculation of a structure of composition C5H7NO, from the Open Molecules 2025 dataset.

- Charge: 0
- Multiplicity: 1
- HOMO level: -0.35201 hartree
- E: -324.63084 a.u.
- HOMO-LUMO gap: 10.6383 eV

Last column: Mulliken charge in e.
Element x y z (Å)
H1 2.57 -0.23 1.75  0.25
C1 -1.11 0.85 -0.35  -0.48
H2 -1.75 -0.77 1.09  0.20
C2 0.28 0.39 -0.06  0.74
C3 2.42 -0.04 0.69  -0.72
N1 1.28 0.85 0.54  -0.52
H3 2.30 -1.01 0.18  0.29
O1 0.10 -0.85 -0.68  -0.42
C4 -1.24 -0.47 -1.05  -0.01
H4 -3.10 -0.05 0.06  0.26
H5 3.32 0.45 0.30  0.26
H6 -1.44 1.85 -0.63  0.37
H7 -1.59 -0.74 -2.03  0.37
C5 -2.03 -0.24 0.18  -0.59